1.
Entry from the OMol25 dataset: C3H6NS4 as an isolated structure in a non-equilibrium geometry (ωB97M-V/def2-TZVPD).

Last column: Mulliken charge in e.
Atoms and positions in Å:
C  1.70554  -0.66374  0.28265  0.09
C  -0.36228  0.29389  -0.77381  0.23
C  -1.55968  -0.11030  -0.19287  -0.03
N  -2.11427  0.56026  0.79436  -0.32
S  2.52850  -1.03769  -1.02148  0.06
S  0.17307  -0.61885  -2.22018  -0.11
S  1.84606  -0.37529  1.92415  0.01
S  0.24446  1.84729  -0.50837  -0.19
H  -1.89822  -1.23070  -0.46188  0.16
H  -0.52472  -1.67277  -2.10076  0.19
H  -2.92366  0.17351  1.30945  0.28
H  -1.74577  1.50064  1.16872  0.21
H  3.10100  -0.11806  2.03161  0.19
H  1.52997  1.45181  -0.23159  0.22

HOMO-LUMO gap (alpha / beta) = 0.247 / 0.247 Ha
total charge = +1
HOMO (alpha / beta) = -12.22 / -12.22 eV
E_tot = -48028.994 eV

2.
Entry from the OMol25 dataset: one molecule with the formula C4H8N2O2 in a non-equilibrium geometry (ωB97M-V/def2-TZVPD).

Last column: Mulliken charge in e.
Atoms and positions in Å:
C  1.83459  1.49117  -1.25155  -0.60
C  -0.23762  0.12328  -0.74099  0.74
C  -1.60372  -1.74625  -0.81346  -0.67
C  -0.08236  0.31680  2.55254  -0.30
H  2.39811  1.55022  -2.15965  0.31
H  2.27409  0.58890  -0.58996  0.26
H  1.80137  2.49522  -0.38212  0.24
H  -2.50724  -2.07174  -1.42893  0.29
H  -0.91660  -2.58809  -0.26004  0.27
H  -2.03854  -1.42043  0.18714  0.31
H  0.65485  1.10899  2.27278  0.29
H  -0.41328  -0.09862  3.62225  0.24
N  -0.05819  0.43563  0.50352  -0.20
N  -0.57698  -0.31044  1.55944  -0.48
O  0.44578  0.83006  -1.65094  -0.41
O  -0.97425  -0.70471  -1.42003  -0.29

HOMO-LUMO gap = 0.359 Ha
total charge = 0
HOMO = -8.89 eV
SMILES = C=NN=C(OC)OC
E_tot = -11347.810 eV

3.
Entry from the OMol25 dataset: one molecule with the formula CH4N2O3 in a non-equilibrium geometry (ωB97M-V/def2-TZVPD).

Last column: Mulliken charge in e.
Atoms and positions in Å:
C  0.42521  0.08034  0.30597  0.24
N  -1.94383  0.21976  0.00135  0.18
N  1.52596  -0.65664  -0.12763  -0.66
O  -2.95826  -0.31252  -0.23692  -0.28
O  0.62404  1.38489  -0.15381  -0.51
O  -0.73023  -0.60115  -0.18093  -0.25
H  0.26097  -0.01686  1.34999  0.38
H  1.49966  -0.41204  -1.11018  0.30
H  1.28385  -1.67077  -0.02788  0.30
H  0.01265  1.98499  0.18006  0.32

HOMO-LUMO gap = 0.366 Ha
total charge = 0
HOMO = -10.14 eV
SMILES = N[C@@H](O)ON=O
E_tot = -10221.395 eV

4.
Entry from the OMol25 dataset: C3H5Cl3N3O2 as an isolated structure in a non-equilibrium geometry (ωB97M-V/def2-TZVPD).

Last column: Mulliken charge in e.
Atoms and positions in Å:
C  -0.37871  -0.16545  -1.31366  -0.31
C  -0.36047  -1.03098  -0.09544  0.45
C  -0.36790  -0.20492  1.10600  -0.42
N  -0.31782  1.08470  -1.08282  -0.41
N  1.03531  0.35518  1.21603  0.14
N  1.40308  1.29642  0.70128  0.52
O  2.18751  2.05693  0.35440  -0.53
O  -0.62486  -0.82138  2.30701  -0.51
Cl  -1.84410  -2.09432  -0.17791  -0.21
Cl  2.15133  -1.53637  1.52283  -0.50
Cl  -1.38502  2.31988  -3.66225  -0.85
H  -0.57886  -0.45041  -2.29262  0.48
H  -0.44618  1.62072  -2.01399  0.04
H  0.49554  -1.76173  -0.02501  0.19
H  -1.09700  0.71967  0.89209  0.54
H  0.12814  -1.38795  2.56408  0.39

HOMO-LUMO gap (alpha / beta) = 0.239 / 0.239 Ha
total charge = -1
HOMO (alpha / beta) = -4.83 / -4.83 eV
E_tot = -49322.333 eV

5.
Entry from the OMol25 dataset: C2H3CuO2 as an isolated structure in a non-equilibrium geometry (ωB97M-V/def2-TZVPD).

Last column: Mulliken spin population.
Atoms and positions in Å:
C  0.71376  0.40905  -0.90782  0.63
C  -0.27777  0.83773  0.01295  0.14
O  -0.79394  0.09675  0.90669  0.52
O  0.98817  1.13224  -1.94031  0.20
H  -0.86751  1.71035  -0.31319  0.09
H  0.72634  0.72409  -2.78043  0.00
Cu  -0.90411  -1.29716  1.85959  0.38
H  1.48147  0.35847  -0.00417  0.05

HOMO-LUMO gap (alpha / beta) = 0.346 / 0.229 Ha
total charge = +2
HOMO (alpha / beta) = -20.64 / -21.13 eV
E_tot = -50830.802 eV
multiplicity = 3

6.
Entry from the OMol25 dataset: one molecule with the formula C6H10O in a non-equilibrium geometry (ωB97M-V/def2-TZVPD).

Last column: Mulliken charge in e.
Atoms and positions in Å:
C  1.11404  -1.01018  -0.45582  -0.69
C  -0.22411  -1.51206  -0.81597  -0.65
C  0.66086  0.37585  -0.14671  1.15
C  -0.76251  0.13890  -0.49429  0.32
C  1.37621  1.06014  0.99044  -1.61
C  -2.01452  0.62931  0.14939  -1.32
O  0.07212  0.92765  -1.27643  -0.54
H  1.42938  -1.39801  0.50606  0.27
H  1.90911  -1.00843  -1.11559  0.38
H  -0.49467  -1.90350  -1.86708  0.21
H  -0.73001  -2.22849  -0.20844  0.30
H  2.42762  0.86455  0.99411  0.37
H  0.97461  0.78735  1.92509  0.38
H  1.11104  2.10244  0.90628  0.43
H  -2.20444  -0.12864  0.98856  0.26
H  -2.82876  0.70695  -0.51991  0.33
H  -1.81598  1.59615  0.44031  0.42

HOMO-LUMO gap = 0.368 Ha
total charge = 0
HOMO = -9.01 eV
SMILES = C[C@@]12CC[C@]1(C)O2
E_tot = -8428.621 eV

- Look up the E_tot of the third one.
  -10221.395 eV